(1)
{
  "formula": "C37H63F6N5O3",
  "method": "ωB97M-V with the def2-TZVPD basis set",
  "homo_energy_ev": [-8.211, -9.160],
  "total_charge": 0,
  "spin_multiplicity": 3,
  "e_lumo_ev": [0.34, 0.18],
  "symbols": ["C", "N", "C", "C", "C", "N", "C", "C", "C", "C", "C", "O", "C", "C", "C", "N", "C", "C", "C", "F", "C", "F", "F", "C", "C", "C", "F", "F", "F", "H", "H", "H", "H", "H", "H", "H", "H", "H", "H", "H", "H", "H", "H", "H", "H", "H", "H", "H", "H", "H", "H", "H", "H", "H", "H", "H", "C", "C", "C", "C", "C", "C", "N", "O", "C", "C", "C", "H", "H", "H", "H", "H", "H", "H", "H", "H", "H", "H", "H", "H", "H", "H", "H", "H", "H", "C", "C", "C", "C", "C", "C", "N", "O", "C", "C", "C", "H", "H", "H", "H", "H", "H", "H", "H", "H", "H", "H", "H", "H", "H", "H", "H", "H", "H"],
  "xyz": [[3.7218, 1.0428, 0.6498], [2.7371, 0.4136, 1.5259], [1.5048, -0.0484, 0.9137], [1.1675, -1.4889, 1.3956], [1.1530, -1.3886, 2.8641], [1.0941, -1.3285, 4.0095], [2.3660, -2.4172, 1.0495], [2.8940, -2.3277, -0.3758], [4.0827, -3.3038, -0.5713], [5.4140, -2.6072, -0.9191], [6.4137, -2.5332, 0.2328], [7.4239, -3.5169, 0.0603], [7.8052, -4.1486, 1.2641], [-0.2404, -2.0318, 0.8711], [-0.0590, -3.2766, 0.0974], [0.0623, -4.2295, -0.5323], [-1.2120, -2.3784, 2.0175], [-0.8264, -3.6331, 2.8265], [-1.6553, -4.8250, 2.4946], [-2.9795, -4.6171, 2.3394], [-1.2078, -6.0670, 2.4232], [0.0731, -6.3813, 2.3540], [-1.9653, -7.1453, 2.4154], [-0.9123, -1.0430, -0.1184], [-2.2214, -1.5596, -0.7493], [-3.4090, -0.6918, -0.4196], [-3.1774, 0.6160, -0.6382], [-4.4665, -1.0346, -1.1811], [-3.7992, -0.8189, 0.8627], [4.6224, 0.4241, 0.5760], [4.0437, 1.9952, 1.0647], [3.3581, 1.1923, -0.3692], [2.5389, 1.0060, 2.3205], [0.6770, 0.6118, 1.1891], [1.5866, -0.0203, -0.1701], [2.1324, -3.4481, 1.3174], [3.1750, -2.1042, 1.7127], [2.1234, -2.6001, -1.0960], [3.2545, -1.3243, -0.5932], [4.2409, -3.8305, 0.3730], [3.8413, -4.0563, -1.3188], [5.2335, -1.5943, -1.2855], [5.9096, -3.1423, -1.7291], [6.8986, -1.5500, 0.2404], [5.9232, -2.6610, 1.2034], [8.1754, -3.4229, 1.9953], [8.5981, -4.8514, 1.0209], [6.9646, -4.6978, 1.6998], [-2.1956, -2.5637, 1.5934], [-1.3280, -1.5194, 2.6750], [-0.9624, -3.4164, 3.8879], [0.2223, -3.8967, 2.7021], [-1.1180, -0.1108, 0.4031], [-0.2220, -0.8471, -0.9348], [-2.1479, -1.5482, -1.8352], [-2.4852, -2.5694, -0.4395], [0.1487, 4.3866, 6.0755], [1.6206, 4.0094, 5.8491], [2.5362, 5.1772, 6.2250], [2.4626, 6.3416, 5.2376], [2.7467, 5.8665, 3.8129], [1.8739, 4.6863, 3.3749], [1.8762, 3.6187, 4.4265], [2.8909, 2.8376, 4.3143], [0.4470, 5.1593, 3.0607], [2.4274, 4.0771, 2.0967], [1.9027, 2.8068, 6.7418], [-0.0556, 4.3825, 7.1461], [-0.1135, 5.3768, 5.7152], [-0.5142, 3.6599, 5.6046], [3.5683, 4.8162, 6.2711], [2.2740, 5.5125, 7.2312], [1.4875, 6.8326, 5.2912], [3.1983, 7.0980, 5.5160], [2.6042, 6.6837, 3.1019], [3.7983, 5.5704, 3.7466], [-0.2187, 4.3070, 2.9169], [0.4591, 5.7376, 2.1364], [0.0208, 5.8023, 3.8242], [3.4744, 3.8077, 2.2040], [2.3463, 4.7901, 1.2751], [1.8656, 3.1793, 1.8314], [1.2926, 1.9516, 6.4488], [1.6571, 3.0707, 7.7711], [2.9469, 2.5084, 6.7059], [-6.5339, -1.2563, -7.3335], [-5.0996, -1.5080, -6.8447], [-5.1050, -1.9936, -5.3940], [-5.4742, -0.8984, -4.3954], [-4.5665, 0.3192, -4.5607], [-4.5013, 0.8532, -5.9949], [-4.2538, -0.2751, -6.9497], [-3.0043, -0.5602, -7.0373], [-5.7893, 1.6121, -6.3467], [-3.3600, 1.8558, -6.1209], [-4.5137, -2.5795, -7.7564], [-7.0206, -2.2155, -7.5107], [-7.1543, -0.7227, -6.6201], [-6.5312, -0.7019, -8.2727], [-4.1094, -2.3766, -5.1474], [-5.7947, -2.8368, -5.3087], [-6.5233, -0.6116, -4.5064], [-5.3712, -1.2844, -3.3823], [-4.8961, 1.1280, -3.9039], [-3.5546, 0.0491, -4.2397], [-5.8200, 1.8431, -7.4122], [-5.8091, 2.5534, -5.7971], [-6.6980, 1.0798, -6.0839], [-2.4122, 1.4365, -5.7941], [-3.5860, 2.7210, -5.4959], [-3.2474, 2.1932, -7.1516], [-4.4562, -2.2258, -8.7865], [-5.1624, -3.4559, -7.7275], [-3.5182, -2.8815, -7.4428]],
  "forces_ev_per_a": [[0.36, -0.33, 0.19], [-0.11, 0.15, -0.21], [-0.12, 0.30, 0.34], [0.33, -0.17, -0.25], [-0.34, -0.18, 0.11], [0.10, 0.08, -0.01], [0.18, 0.40, 0.26], [0.20, -0.67, -0.15], [0.20, 0.30, 0.25], [-0.05, -0.09, -0.02], [0.26, 0.26, -0.18], [-0.20, -0.26, 0.10], [-0.01, 0.12, -0.14], [-0.18, 0.01, -0.13], [0.29, -0.06, -0.04], [-0.12, 0.01, 0.04], [-0.12, -0.22, -0.03], [-0.16, 0.30, -0.02], [0.34, -0.23, -0.16], [-0.13, -0.03, 0.37], [-0.12, 0.00, -0.06], [0.03, 0.02, 0.29], [-0.03, 0.04, -0.32], [-0.25, -0.24, 0.04], [0.02, 0.31, 0.04], [-0.16, -0.22, -0.09], [0.03, 0.00, 0.02], [-0.02, 0.03, 0.05], [0.08, 0.13, 0.05], [-0.01, -0.04, -0.06], [-0.07, 0.10, -0.10], [-0.14, 0.14, 0.04], [0.08, -0.05, 0.06], [-0.06, -0.01, -0.05], [0.05, -0.09, -0.01], [-0.10, -0.05, -0.09], [0.01, -0.04, 0.02], [-0.12, 0.25, -0.05], [-0.19, 0.08, 0.00], [-0.06, -0.24, -0.08], [-0.08, 0.00, -0.02], [-0.11, -0.01, -0.06], [0.09, 0.04, -0.01], [0.02, 0.02, 0.09], [-0.09, -0.03, -0.01], [0.04, -0.02, 0.05], [0.04, -0.01, 0.02], [-0.01, 0.00, 0.07], [-0.03, 0.10, -0.02], [0.13, 0.07, -0.02], [0.04, 0.01, 0.02], [0.04, -0.02, 0.05], [0.10, 0.06, -0.02], [0.08, 0.18, 0.08], [0.03, -0.11, -0.03], [0.06, -0.08, -0.11], [-0.05, 0.03, -0.11], [-0.70, -0.02, 0.40], [0.19, 0.16, -0.13], [-0.04, -0.09, -0.03], [0.19, 0.02, 0.26], [-0.67, 0.22, -0.46], [1.13, 0.44, 0.21], [-0.28, -0.37, -0.12], [-0.06, -0.03, 0.09], [0.17, -0.09, -0.13], [0.18, -0.10, 0.00], [0.04, -0.04, 0.01], [0.01, 0.01, -0.03], [0.01, -0.01, 0.00], [-0.02, -0.07, -0.04], [-0.02, -0.02, 0.01], [-0.02, -0.03, 0.00], [-0.02, 0.02, 0.00], [-0.01, -0.02, -0.03], [-0.02, -0.08, 0.01], [0.00, 0.00, 0.01], [0.05, -0.03, -0.02], [0.00, -0.01, 0.03], [-0.01, -0.03, 0.04], [-0.08, 0.06, 0.07], [0.00, 0.02, -0.05], [0.00, 0.00, -0.02], [-0.03, 0.03, -0.01], [-0.01, -0.01, -0.06], [-0.02, 0.11, 0.01], [-0.66, -0.14, -0.41], [0.11, 0.07, 0.25], [0.00, 0.03, -0.12], [0.05, -0.25, 0.16], [-0.47, 0.64, -0.14], [0.60, -0.47, 0.93], [0.01, 0.12, -0.38], [-0.08, -0.09, -0.05], [0.18, -0.03, 0.03], [0.20, -0.07, 0.02], [0.05, -0.03, -0.01], [0.01, 0.03, 0.01], [0.01, 0.00, 0.00], [0.03, 0.04, -0.07], [-0.02, 0.00, -0.04], [0.00, 0.00, -0.04], [-0.05, 0.00, 0.01], [0.01, 0.03, -0.01], [0.02, -0.01, -0.09], [0.00, -0.01, 0.00], [0.06, 0.00, 0.00], [0.00, -0.03, 0.00], [0.00, -0.04, -0.05], [-0.04, -0.01, 0.00], [-0.01, -0.01, -0.01], [0.00, 0.02, 0.00], [-0.03, 0.03, 0.01], [0.02, 0.06, -0.01]],
  "mulliken_charge": [-0.77, 0.05, -2.10, 3.77, -0.87, -0.75, -3.26, 0.17, -1.12, -0.78, -0.57, -0.41, -0.74, 2.61, -0.42, -0.76, -1.89, -0.40, -0.01, -0.34, 0.47, -0.21, -0.25, -1.24, -1.19, 0.53, -0.30, -0.27, -0.30, 0.11, 0.26, 0.36, 0.14, 0.57, 0.62, 0.78, 0.77, 0.39, 0.12, 0.43, 0.50, 0.42, 0.43, 0.32, 0.44, 0.32, 0.25, 0.29, 0.72, 0.50, 0.47, 0.27, 0.54, 0.42, 0.51, 0.41, -1.68, 1.59, -1.25, -0.53, -1.31, 1.84, 0.69, -0.63, -1.84, -1.85, -1.92, 0.47, 0.28, 0.36, 0.38, 0.38, 0.31, 0.39, 0.39, 0.36, 0.34, 0.47, 0.33, 0.36, 0.44, 0.31, 0.45, 0.44, 0.37, -1.78, 1.71, -1.37, -0.28, -1.27, 1.95, 0.54, -0.62, -1.82, -1.88, -1.86, 0.47, 0.28, 0.36, 0.34, 0.42, 0.29, 0.25, 0.37, 0.28, 0.39, 0.46, 0.29, 0.37, 0.42, 0.47, 0.45, 0.43, 0.38]
}

---

(2)
{
  "formula": "C3H18N2O3",
  "method": "ωB97M-V with the def2-TZVPD basis set",
  "homo_energy_ev": -15.041,
  "total_charge": 2,
  "e_lumo_ev": -6.18,
  "symbols": ["C", "C", "C", "N", "N", "H", "H", "H", "H", "H", "H", "H", "H", "H", "H", "H", "H", "H", "H", "O", "H", "H", "O", "H", "H", "O"],
  "xyz": [[-0.0459, 0.4880, 0.8535], [0.2036, -0.8368, 0.0854], [-0.8577, -1.9161, 0.3966], [-1.5503, -2.5134, -0.7706], [1.2133, 1.0432, 1.4360], [-0.7157, 0.3236, 1.6918], [-0.4909, 1.2539, 0.2357], [1.2021, -1.2488, 0.2119], [0.0719, -0.5348, -0.9582], [-0.4144, -2.6944, 1.0240], [-1.5083, -1.5400, 1.1321], [-2.0713, -3.3693, -0.5839], [-2.2385, -1.8281, -1.0847], [-0.9184, -2.6059, -1.5751], [1.1254, 1.0199, 2.4291], [1.3449, 2.0390, 1.2197], [2.1264, 0.6303, 1.2131], [-0.9980, 7.4099, -0.3218], [-1.1297, 7.2896, -1.8756], [-1.5417, 7.0744, -1.0329], [3.9495, -0.5937, 1.9995], [4.1681, 0.1651, 3.2753], [3.4630, -0.0838, 2.6619], [-2.1098, -2.7716, -4.2014], [-0.7886, -3.3228, -3.9837], [-1.4888, -2.8776, -3.4775]],
  "forces_ev_per_a": [[0.23, -0.91, 0.08], [-1.09, 0.45, -0.96], [1.79, -0.69, 1.41], [0.00, 1.44, 0.13], [0.25, 1.31, -0.48], [-0.02, 0.05, 0.10], [-0.04, 0.06, -0.25], [0.04, 0.16, 0.06], [0.44, -0.34, -0.16], [0.28, -0.39, -0.72], [-1.75, 0.67, 0.22], [0.27, -0.28, 0.03], [-0.23, -0.12, -0.32], [-0.31, -0.55, -0.17], [0.39, -0.20, 1.18], [-0.24, -0.08, -0.12], [-0.21, -0.47, 0.14], [0.28, 0.31, -0.08], [0.13, 0.20, 0.26], [-0.39, -0.52, -0.17], [0.02, -0.13, 0.15], [-0.20, 0.14, 0.16], [0.23, -0.06, -0.50], [-0.74, 0.36, 0.05], [0.18, 0.00, 0.48], [0.69, -0.39, -0.53]],
  "mulliken_charge": [-0.70, -0.51, -0.91, -0.28, -0.26, 0.37, 0.36, 0.43, 0.38, 0.38, 0.52, 0.34, 0.39, 0.40, 0.34, 0.37, 0.36, 0.32, 0.33, -0.66, 0.34, 0.33, -0.66, 0.31, 0.32, -0.63]
}

---

(3)
{
  "formula": "C2H5N3O2",
  "method": "ωB97M-V with the def2-TZVPD basis set",
  "homo_energy_ev": -9.793,
  "total_charge": 0,
  "e_lumo_ev": 0.38,
  "smiles": "O=CNNNC=O",
  "symbols": ["O", "C", "N", "N", "N", "C", "O", "H", "H", "H", "H", "H"],
  "xyz": [[1.8260, 0.3346, 0.0443], [1.1194, 1.2038, 0.5181], [-0.1587, 1.4088, 0.3278], [-1.0765, 0.3657, -0.6604], [-0.4190, -0.8452, -0.6095], [-0.8716, -1.9064, 0.0955], [-1.9755, -1.9798, 0.5931], [1.5544, 1.8823, 1.3108], [-0.4353, 2.2499, 0.8589], [-0.8758, 0.6450, -1.6628], [0.5383, -0.7324, -0.9635], [-0.1941, -2.7530, -0.0861]],
  "forces_ev_per_a": [[0.49, -0.06, -0.67], [1.87, -0.49, 1.10], [-1.95, -0.19, -1.44], [1.37, 1.51, 0.51], [0.70, 1.44, -0.85], [-1.60, -0.59, -0.56], [1.01, -0.02, 0.26], [-0.39, -0.14, -0.52], [-1.25, -0.99, -0.91], [-0.10, 0.65, 1.80], [-0.28, -0.95, 0.70], [0.13, -0.16, 0.57]],
  "mulliken_charge": [-0.61, 0.13, -0.16, -0.35, -0.06, 0.04, -0.52, 0.30, 0.24, 0.31, 0.36, 0.32]
}

---

(4)
{
  "formula": "C6H10N2",
  "method": "ωB97M-V with the def2-TZVPD basis set",
  "homo_energy_ev": -7.910,
  "total_charge": 0,
  "e_lumo_ev": 0.91,
  "smiles": "N[C@H]1[C@@H]2C=CCN[C@@H]12",
  "symbols": ["N", "C", "C", "C", "C", "C", "N", "C", "H", "H", "H", "H", "H", "H", "H", "H", "H", "H"],
  "xyz": [[2.8609, -0.1304, -0.5190], [1.7005, 0.2570, 0.3338], [0.4544, 0.4799, -0.4706], [-0.7642, 1.4103, -0.1772], [-1.9805, 0.8647, -0.0981], [-1.9321, -0.6474, -0.3610], [-0.6331, -1.4801, -0.2930], [0.3020, -0.5411, 0.3713], [3.4884, 0.5257, -0.9864], [3.3039, -0.5787, 0.3507], [1.7890, 0.3665, 1.5476], [0.8546, 0.1757, -1.5031], [-0.4821, 2.5204, 0.3529], [-2.8833, 1.3853, 0.0594], [-2.6915, -1.0586, -1.0696], [-2.5810, -0.9280, 0.5059], [-0.7254, -2.0840, 0.6206], [-0.0806, -0.5371, 1.3358]],
  "forces_ev_per_a": [[-0.37, -1.81, 4.33], [0.04, -0.83, 0.79], [-0.35, 7.41, -1.82], [2.05, 3.94, 1.36], [3.41, -1.44, -2.15], [-2.92, -1.34, 1.74], [-0.11, -1.63, 2.85], [0.17, -5.88, -0.31], [-0.63, 0.44, 0.82], [0.85, 0.38, -2.70], [0.26, 0.70, -3.34], [-1.59, 0.47, 1.24], [-1.07, -2.87, -1.95], [-0.85, 0.26, 0.52], [1.34, 0.58, -0.64], [0.64, -0.35, 0.23], [-0.82, 0.37, -2.98], [-0.06, 1.61, 2.01]],
  "mulliken_charge": [-0.56, -0.20, 0.21, -0.47, -0.33, -0.58, -0.63, -0.31, 0.22, 0.30, 0.22, 0.24, 0.15, 0.48, 0.43, 0.26, 0.29, 0.27]
}